Entry 1:
Formula: C17H44I2N9O6P2
Source: the OMol25 dataset
Level of theory: ωB97M-V/def2-TZVPD

CARTESIAN COORDINATES (ANGSTROEM)
1 C 4.2784 0.7459 -1.2117
2 C 4.3919 1.2841 -2.6102
3 I 5.3739 3.1115 -2.8109
4 C 3.8686 0.6302 -3.6529
5 I 3.9795 1.2791 -5.6492
6 N 3.1873 -0.5729 -3.4149
7 N 3.9506 -1.7705 -3.4942
8 C 1.8972 -0.6423 -3.1239
9 N 1.2621 -1.7893 -2.8423
10 C 0.0217 -1.4487 -2.6026
11 P -1.2418 -2.7222 -2.1529
12 O -0.7534 -4.0476 -2.4423
13 O -2.5903 -2.4088 -2.9217
14 O -1.5078 -2.4356 -0.6165
15 N -0.1641 -0.1354 -2.7194
16 N 1.0420 0.4114 -3.0674
17 P 1.0190 2.1721 -3.3187
18 N 0.0923 2.7807 -2.2259
19 H 4.8332 -0.1774 -1.1263
20 H 3.2366 0.5451 -0.9900
21 H 4.6350 1.4594 -0.4917
22 H 3.5282 -2.3777 -4.1885
23 H 3.8668 -2.2540 -2.6082
24 H -2.9526 -1.5505 -2.6679
25 H -1.1759 -1.5541 -0.3981
26 H -1.0019 0.4126 -2.5953
27 H 2.3042 2.7152 -3.2835
28 H 0.4174 2.3309 -4.5712
29 H 0.6486 3.4402 -1.6942
30 C -6.2535 -1.9617 1.9128
31 C -5.1440 -2.3748 0.9524
32 C -4.6023 -3.7932 1.1608
33 O -3.6771 -3.8813 2.2175
34 C -4.2012 -4.0185 3.5274
35 N -4.0525 -1.3964 1.0499
36 H -5.8689 -1.7314 2.9056
37 H -6.7521 -1.0653 1.5464
38 H -7.0043 -2.7476 2.0098
39 H -5.5629 -2.3456 -0.0585
40 H -4.0190 -4.0586 0.2735
41 H -5.4050 -4.5361 1.2478
42 H -5.1173 -4.6143 3.5334
43 H -4.3918 -3.0449 3.9848
44 H -3.4491 -4.5287 4.1284
45 H -3.3394 -1.6193 0.3669
46 H -3.5901 -1.5641 1.9394
47 C -0.5386 -4.0870 1.8707
48 C 0.5907 -3.7532 0.8987
49 C 1.8658 -4.5774 1.1166
50 O 2.6496 -4.1692 2.2182
51 C 2.2415 -4.6760 3.4780
52 N 0.8635 -2.3068 0.9398
53 H -0.3700 -3.6733 2.8655
54 H -1.4747 -3.6740 1.5117
55 H -0.6653 -5.1666 1.9655
56 H 0.2318 -3.9900 -0.1077
57 H 2.5096 -4.4447 0.2415
58 H 1.6361 -5.6479 1.1837
59 H 1.8385 -5.6884 3.3911
60 H 1.5014 -4.0256 3.9494
61 H 3.1208 -4.7051 4.1197
62 H 1.5496 -2.0865 0.2223
63 H 1.3487 -2.1091 1.8107
64 C 0.6566 8.6765 0.9189
65 C 1.0709 7.4529 1.7301
66 C 1.9801 6.4825 0.9635
67 O 1.3133 5.6768 0.0044
68 C 1.0839 6.2915 -1.2492
69 N -0.1323 6.7981 2.2500
70 H -0.1217 8.4413 0.1931
71 H 0.2560 9.4436 1.5791
72 H 1.5071 9.1046 0.3844
73 H 1.6497 7.8098 2.5861
74 H 2.4086 5.7798 1.6823
75 H 2.8190 7.0124 0.4937
76 H 1.8960 6.9675 -1.5294
77 H 0.1330 6.8273 -1.2596
78 H 1.0170 5.4945 -1.9913
79 H 0.1352 6.0516 2.8850
80 H -0.5878 6.3202 1.4777

As for the charge: +1. The value obtained for the molar mass is 786.35 g/mol. The calculation puts the electronic energy at -78808.686 eV. The value obtained for the max |F| is 2.474 eV Å⁻¹. The value obtained for the HOMO energy is -10.98 eV.

Entry 2:
Formula: C5H4N2O
Source: the OMol25 dataset
Level of theory: ωB97M-V/def2-TZVPD

CARTESIAN COORDINATES (ANGSTROEM)
1 C -0.2172 0.1174 0.3590
2 C 1.6328 1.1020 -2.6909
3 C 0.7986 -0.1951 -0.6602
4 C 1.1379 -1.5669 -1.1549
5 C -0.2771 -0.6956 1.4102
6 N 1.1327 0.7314 -1.4926
7 N 1.4406 -2.4079 -1.8642
8 O 2.6836 1.6467 -3.0207
9 H -0.7442 1.0460 0.3274
10 H 0.7448 0.7929 -3.4468
11 H 0.2128 -1.6401 1.3754
12 H -0.9912 -0.5622 2.3476

The value obtained for the molar mass is 108.10 g/mol. Its structure (SMILES) is C=C/C(C#N)=N/C=O. The calculation puts the electronic energy at -10274.374 eV. The value obtained for the max |F| is 3.855 eV Å⁻¹. The relative energy (zero: lowest compared OMol25 entry of this formula, charge and spin) comes out at 55.07 kcal per mole. The value obtained for the HOMO energy is -10.34 eV.

Entry 3:
Formula: C23H23N2S2Se4Tc
Source: the OMol25 dataset
Level of theory: ωB97M-V/def2-TZVPD

CARTESIAN COORDINATES (ANGSTROEM)
1 Tc 0.0751 -1.3897 -3.1744
2 C -2.0775 -1.8766 -3.7253
3 C -1.3795 -1.4268 -4.8868
4 C -0.3562 -2.3792 -5.1716
5 C -0.4315 -3.4104 -4.1999
6 C -1.4902 -3.0949 -3.3142
7 H -2.9467 -1.4155 -3.2858
8 H -1.6207 -0.5529 -5.4697
9 H 0.3119 -2.3579 -6.0169
10 H 0.1622 -4.3080 -4.1759
11 H -1.8341 -3.7056 -2.4942
12 S -0.4734 0.6604 -2.2018
13 C -0.1882 0.6122 -0.5658
14 N -0.2603 1.6825 0.2188
15 C 0.1590 1.6115 1.6240
16 C -0.2323 0.2849 2.1927
17 N 0.3125 -0.7892 1.3503
18 C 0.9963 -1.8918 2.0598
19 C 2.2916 -1.3991 2.6549
20 C 3.3245 -0.9845 1.8142
21 C 4.5013 -0.4879 2.3506
22 C 4.6553 -0.4018 3.7313
23 C 3.6344 -0.8190 4.5707
24 C 2.4514 -1.3140 4.0316
25 C 0.2563 -0.6899 0.0392
26 S 0.6482 -1.9682 -0.9921
27 C -0.8866 2.9448 -0.1934
28 C -2.2775 3.0846 0.3736
29 C -2.6125 4.2294 1.0858
30 C -3.8866 4.3786 1.6224
31 C -4.8285 3.3752 1.4568
32 C -4.4976 2.2263 0.7450
33 C -3.2293 2.0818 0.2043
34 H -0.3392 2.4133 2.1653
35 H 1.2401 1.7552 1.6945
36 H -1.3197 0.1906 2.2285
37 H 0.1658 0.1661 3.1977
38 H 1.1650 -2.7001 1.3555
39 H 0.3244 -2.2547 2.8376
40 H 3.2132 -1.0642 0.7364
41 H 5.3034 -0.1753 1.6945
42 H 5.5762 -0.0170 4.1498
43 H 3.7554 -0.7620 5.6447
44 H 1.6558 -1.6480 4.6896
45 H -0.8779 3.0000 -1.2795
46 H -0.2590 3.7539 0.1827
47 H -1.8763 5.0155 1.2199
48 H -4.1384 5.2776 2.1700
49 H -5.8179 3.4843 1.8812
50 H -5.2343 1.4459 0.6045
51 H -2.9860 1.1871 -0.3628
52 Se 2.1104 -0.4139 -3.9685
53 Se 3.5898 -3.6711 -2.6348
54 Se 3.3588 -3.8489 -4.8129
55 Se 3.1197 -1.6432 -5.6521

As for the charge: +1. The value obtained for the molar mass is 805.43 g/mol. Its spin multiplicity is 2. The calculation puts the electronic energy at -312454.724 eV. The value obtained for the max |F| is 1.366 eV Å⁻¹. The relative energy (zero: lowest compared OMol25 entry of this formula, charge and spin) comes out at 7.18 kcal per mole. The value obtained for the HOMO energy (spin up / spin down) is -10.23 / -10.56 eV.